{
  "formula": "C19H22N2O2",
  "method": "ωB97M-V/def2-TZVPD",
  "symbols": ["O", "C", "C", "C", "C", "C", "O", "N", "C", "C", "C", "C", "C", "C", "C", "N", "C", "C", "C", "C", "C", "C", "C", "H", "H", "H", "H", "H", "H", "H", "H", "H", "H", "H", "H", "H", "H", "H", "H", "H", "H", "H", "H", "H", "H"],
  "xyz": [[-0.469, -1.938, -1.843], [-1.368, -2.129, -1.045], [-1.496, -3.413, -0.241], [-0.926, -3.261, 1.173], [0.541, -2.824, 1.155], [0.639, -1.323, 0.926], [0.006, -0.533, 1.604], [1.495, -0.942, -0.036], [1.661, 0.442, -0.430], [3.101, 0.867, -0.312], [3.804, 1.341, -1.409], [5.131, 1.716, -1.283], [5.769, 1.611, -0.059], [5.074, 1.134, 1.040], [3.747, 0.766, 0.915], [-2.338, -1.226, -0.810], [-2.391, 0.057, -1.482], [-2.964, 1.126, -0.594], [-4.001, 1.932, -1.042], [-4.531, 2.915, -0.225], [-4.032, 3.097, 1.054], [-2.999, 2.294, 1.508], [-2.465, 1.314, 0.690], [-0.942, -4.190, -0.771], [-2.545, -3.710, -0.184], [-1.020, -4.218, 1.690], [-1.496, -2.515, 1.732], [0.987, -3.027, 2.131], [1.095, -3.373, 0.394], [1.879, -1.633, -0.660], [1.305, 0.575, -1.457], [1.034, 1.033, 0.246], [3.310, 1.422, -2.367], [5.669, 2.087, -2.143], [6.805, 1.901, 0.038], [5.568, 1.053, 1.998], [3.200, 0.397, 1.770], [-3.045, -1.410, -0.117], [-1.364, 0.301, -1.775], [-2.989, -0.032, -2.398], [-4.396, 1.792, -2.039], [-5.337, 3.538, -0.586], [-4.447, 3.862, 1.693], [-2.603, 2.431, 2.503], [-1.656, 0.696, 1.050]],
  "energy_ev": -27136.8491,
  "multiplicity": 1,
  "lumo_ev": 0.81
}